C8H24BF4O4RbS4 | ωB97M-V with the def2-TZVPD basis set

For the gap between HOMO and LUMO, the calculation gives 7.5 eV. The calculation puts the total energy at -72421.7615 eV. The HOMO energy comes out at -8.43 eV.

Geometry as ORCA input:
```
! wB97M-V def2-TZVPD RIJCOSX def2/J DEFGRID3
* xyz 0 1
Rb 1.72 -1.99 0.24
B -0.52 0.46 0.77
F 0.50 0.40 -0.22
F -0.75 -0.81 1.36
F -0.08 1.35 1.75
F -1.72 0.85 0.18
C -1.46 -0.30 -3.15
S -1.89 -1.13 -4.68
O -1.14 -0.27 -5.68
C -0.98 -2.70 -4.60
H -0.44 -0.26 -2.80
H -1.99 -0.72 -2.27
H -1.91 0.69 -3.18
H 0.08 -2.53 -4.77
H -1.33 -3.32 -5.42
H -1.30 -3.17 -3.67
C 2.07 2.16 3.77
S 3.86 2.53 3.88
O 3.99 3.88 4.50
C 4.26 1.39 5.22
H 1.83 1.13 3.52
H 1.66 2.84 3.03
H 1.66 2.44 4.74
H 4.24 0.35 4.90
H 3.65 1.59 6.10
H 5.23 1.72 5.62
C 0.64 3.32 -1.12
S 0.01 4.16 -2.58
O -1.23 3.41 -2.98
C -0.63 5.64 -1.72
H 1.01 2.37 -1.49
H -0.16 3.17 -0.39
H 1.47 3.82 -0.63
H -1.26 6.22 -2.40
H 0.16 6.28 -1.33
H -1.28 5.32 -0.90
C -2.30 -3.76 0.81
S -1.51 -4.87 -0.41
O -0.06 -4.47 -0.46
C -1.62 -6.37 0.65
H -2.62 -2.79 0.44
H -1.69 -3.64 1.71
H -3.18 -4.32 1.14
H -2.67 -6.51 0.90
H -0.99 -6.30 1.53
H -1.31 -7.24 0.06
*
```

C8H24BF4O4S4 | ωB97M-V with the def2-TZVPD basis set

For the gap between HOMO and LUMO, the calculation gives 8.9 eV. The calculation puts the total energy at -71768.1097 eV. The HOMO energy comes out at -6.31 eV.

Geometry as ORCA input:
```
! wB97M-V def2-TZVPD RIJCOSX def2/J DEFGRID3
* xyz -1 1
B 0.53 0.76 0.03
F 0.11 -0.04 1.14
F 1.64 0.22 -0.59
F -0.57 0.70 -0.88
F 0.80 2.08 0.44
C -2.03 -1.99 3.28
S -2.86 -2.52 1.72
O -3.75 -3.69 1.97
C -1.40 -3.07 0.87
H -1.42 -1.13 3.00
H -1.49 -2.82 3.73
H -2.84 -1.68 3.93
H -0.59 -2.37 0.69
H -1.85 -3.58 0.01
H -0.94 -3.91 1.41
C -2.16 -1.06 -3.02
S -3.93 -0.91 -2.66
O -4.50 -2.28 -2.36
C -3.90 0.04 -1.09
H -1.96 -1.32 -4.07
H -1.62 -1.71 -2.35
H -1.76 -0.04 -2.96
H -4.61 0.84 -1.28
H -2.97 0.52 -0.80
H -4.25 -0.71 -0.39
C 2.81 0.42 4.47
S 4.01 1.39 3.54
O 5.31 0.66 3.69
C 3.43 1.07 1.89
H 2.99 -0.66 4.51
H 1.75 0.57 4.21
H 2.80 0.80 5.49
H 2.93 2.00 1.59
H 2.70 0.27 1.79
H 4.26 0.97 1.20
C 1.01 1.06 -3.70
S 1.54 2.75 -4.15
O 0.31 3.56 -4.45
C 2.26 3.12 -2.51
H 0.09 0.84 -4.23
H 0.78 1.04 -2.64
H 1.85 0.40 -3.89
H 1.64 2.94 -1.64
H 2.76 4.08 -2.44
H 3.10 2.41 -2.49
*
```

C8H24BaN3O13 | ωB97M-V with the def2-TZVPD basis set

For the gap between HOMO and LUMO, the calculation gives 6.1 eV. The calculation puts the total energy at -40460.7177 eV. The HOMO energy comes out at -4.93 eV.

Geometry as ORCA input:
```
! wB97M-V def2-TZVPD RIJCOSX def2/J DEFGRID3
* xyz -1 1
Ba -0.47 0.39 0.42
N 2.78 -1.69 0.99
O 3.24 -2.11 2.05
O 2.92 -2.35 -0.09
O 2.14 -0.60 0.94
N -1.25 -2.18 3.30
O -1.57 -1.42 2.33
O -2.04 -2.30 4.26
O -0.19 -2.80 3.28
N 0.53 1.22 4.14
O -0.03 1.29 3.00
O 1.28 0.28 4.40
O 0.31 2.14 4.96
C 1.11 2.77 -3.50
C -0.27 2.29 -3.11
O -0.16 1.07 -2.37
H 1.02 3.64 -4.16
H 1.58 2.01 -4.14
H 1.75 2.95 -2.64
H -0.97 2.17 -3.94
H -0.74 3.03 -2.47
H 0.10 0.37 -2.98
C -4.65 -0.84 0.26
C -3.52 -1.39 -0.60
O -2.71 -0.30 -1.08
H -4.28 -0.36 1.16
H -5.36 -1.63 0.53
H -5.26 -0.13 -0.31
H -3.94 -1.85 -1.50
H -2.89 -2.07 -0.03
H -3.20 0.09 -1.81
C -0.16 -4.11 -0.08
C -0.04 -3.24 -1.33
O 0.37 -1.92 -0.93
H -0.25 -5.17 -0.33
H -1.07 -3.88 0.48
H 0.66 -4.04 0.63
H -1.01 -3.10 -1.82
H 0.68 -3.70 -2.01
H 1.34 -1.98 -0.73
C 3.42 3.71 0.24
C 2.50 2.73 0.97
O 1.30 2.53 0.21
H 4.29 4.00 0.82
H 2.85 4.64 0.11
H 3.75 3.43 -0.76
H 2.23 3.25 1.89
H 3.02 1.79 1.14
H 0.85 3.38 0.20
*
```

C8H24BeN2O14 | ωB97M-V with the def2-TZVPD basis set

For the gap between HOMO and LUMO, the calculation gives 5.1 eV. The calculation puts the total energy at -40717.5562 eV. The HOMO energy comes out at -7.29 eV.

Geometry as ORCA input:
```
! wB97M-V def2-TZVPD RIJCOSX def2/J DEFGRID3
* xyz 0 1
Be 3.43 -15.79 10.15
N 6.85 -15.92 11.57
O 5.83 -15.29 11.46
O 7.82 -15.74 10.85
O 6.95 -16.78 12.45
N 5.63 -18.51 8.54
O 5.97 -19.41 9.30
O 4.94 -17.59 8.91
O 6.05 -18.57 7.39
C 1.96 -13.27 12.27
C 2.22 -14.41 13.24
O 2.09 -15.58 12.39
O 2.80 -13.45 11.07
H 2.24 -12.38 12.83
H 0.93 -13.20 11.92
H 1.45 -14.29 14.00
H 3.23 -14.44 13.66
H 1.82 -16.35 12.89
H 2.83 -12.59 10.65
C -1.15 -14.36 10.35
C -0.23 -15.53 9.96
O 0.99 -15.06 9.29
O -1.92 -13.85 9.25
H -0.53 -13.53 10.69
H -1.96 -14.59 11.04
H -0.84 -16.23 9.39
H 0.13 -16.05 10.85
H 0.82 -14.57 8.49
H -2.45 -13.11 9.56
C 1.83 -18.54 10.73
C 3.03 -18.87 11.52
O 3.88 -17.81 11.94
O 2.04 -17.97 9.46
H 1.27 -17.78 11.28
H 1.21 -19.42 10.57
H 3.63 -19.64 11.03
H 2.74 -19.26 12.50
H 4.68 -18.20 12.31
H 2.47 -18.66 8.95
C 3.55 -14.80 6.78
C 4.81 -14.37 7.45
O 4.56 -13.95 8.78
O 2.93 -15.81 7.52
H 3.82 -15.25 5.82
H 2.78 -14.08 6.49
H 5.29 -13.55 6.92
H 5.56 -15.16 7.55
H 4.59 -13.01 8.98
H 2.41 -16.30 6.88
*
```

C8H24BrMgN2O3 | ωB97M-V with the def2-TZVPD basis set

For the gap between HOMO and LUMO, the calculation gives 1.7 eV. The calculation puts the total energy at -93282.1077 eV. The HOMO energy comes out at -10.90 eV.

Geometry as ORCA input:
```
! wB97M-V def2-TZVPD RIJCOSX def2/J DEFGRID3
* xyz 1 1
Mg 7.51 -0.91 -1.47
Br 3.89 -0.55 -0.06
O 1.47 -5.27 1.70
H 1.24 -5.42 2.61
H 1.75 -4.35 1.67
C -0.95 -3.10 -4.64
C -0.28 -2.24 -5.64
C -1.08 -1.95 -6.91
O -1.52 -3.17 -7.54
C -2.23 -2.90 -8.70
N 0.11 -0.88 -5.12
H -1.35 -3.99 -5.13
H -1.74 -2.62 -4.07
H -0.20 -3.44 -3.93
H 0.68 -2.73 -5.80
H -0.59 -1.18 -7.51
H -2.03 -1.48 -6.64
H -2.47 -3.85 -9.17
H -1.49 -2.39 -9.32
H -3.14 -2.30 -8.64
H 0.60 -0.99 -4.24
H -0.71 -0.32 -4.99
C 1.06 2.04 7.27
C 0.84 2.60 5.91
C 0.08 3.92 5.74
O -1.39 3.74 6.04
C -2.02 4.98 6.04
N 2.07 2.48 5.23
H 1.57 1.08 7.34
H 0.12 1.97 7.82
H 1.58 2.75 7.91
H 0.22 1.87 5.38
H 0.23 4.25 4.71
H 0.56 4.63 6.42
H -1.51 5.70 6.68
H -3.06 4.77 6.30
H -2.14 5.38 5.03
H 1.90 2.31 4.25
H 2.38 1.55 5.49
*
```

C8H24ClI2IrP2S | ωB97M-V with the def2-TZVPD basis set

For the gap between HOMO and LUMO (alpha / beta), the calculation gives 3.4 / 3.6 eV. The calculation puts the total energy at -69632.1398 eV. As for the expectation value of S²: 6.103. The HOMO energy (alpha / beta) comes out at -13.00 / -14.07 eV.

Geometry as ORCA input:
```
! wB97M-V def2-TZVPD RIJCOSX def2/J DEFGRID3
* xyz 2 5
I -1.65 1.86 0.83
I -1.81 -1.79 0.92
Ir 1.47 -0.15 -2.71
P -2.21 0.00 -0.71
C -3.46 0.11 0.71
C -2.87 1.41 -1.65
H -3.92 1.24 -1.74
H -3.98 -1.24 -1.69
H -2.27 1.38 -2.57
H -2.33 -1.41 -2.57
H -3.31 1.02 1.31
H -2.68 2.41 -1.16
C -2.90 -1.43 -1.63
H -4.50 0.01 0.34
H -2.75 -2.40 -1.18
H -3.25 -0.51 1.60
P 2.65 0.04 -0.86
C 3.67 0.16 0.62
C 3.23 -1.41 -1.82
H 2.45 1.46 -2.83
H 4.14 1.42 -2.20
H 2.83 2.39 -1.35
C 3.12 1.47 -1.91
H 2.61 -1.50 -2.81
H 4.25 -1.22 -2.11
H 4.79 0.24 0.45
H 3.49 -0.78 1.18
H 3.07 -2.31 -1.29
H 3.37 1.03 1.23
Cl -0.50 0.07 -3.66
C -0.53 1.04 3.41
S 0.55 0.15 2.32
C 0.33 -1.41 3.11
H -0.45 2.05 2.89
H 0.07 1.03 4.31
H -1.60 0.72 3.63
H -0.76 -1.76 3.13
H 0.89 -1.98 2.35
H 0.79 -1.40 4.13
*
```